(1)
2 unconnected molecules or ions with the total composition C4H12NO in a non-equilibrium geometry. Source: the Open Molecules 2025 dataset; level of theory: ωB97M-V with the def2-TZVPD basis set.

XYZ file:
```
18
Properties=species:S:1:pos:R:3
C 1.24 -1.00 -1.56
C 1.24 0.15 -0.46
C 0.49 -0.04 0.84
C 0.80 0.48 2.08
N -0.95 -0.66 0.64
H 1.59 -0.69 -2.51
H 0.19 -1.39 -1.68
H 1.86 -1.82 -1.25
H 0.82 0.96 -1.04
H 2.19 0.52 -0.15
H 1.42 1.35 2.05
H 0.70 -0.12 3.02
H -0.98 -1.09 -0.21
H -1.03 -1.09 1.60
H -1.68 0.04 0.58
H -3.09 1.31 -1.22
H -2.54 1.88 -0.03
O -2.29 1.20 -0.70
```

Values from the calculation:
Frontier orbital gap in eV: 9.963
Net charge: +1
Lowest unoccupied orbital energy in eV: -3.89



(2)
2 unconnected molecules or ions with the total composition C4H12NO in a non-equilibrium geometry. Source: the Open Molecules 2025 dataset; level of theory: ωB97M-V with the def2-TZVPD basis set.

XYZ file:
```
18
Properties=species:S:1:pos:R:3
O 0.05 -2.71 2.22
C 0.34 -1.97 1.13
C -1.09 -1.14 0.88
N -0.95 -0.33 -0.11
C 0.43 1.72 -1.89
C 0.70 2.36 -0.53
H 0.27 -3.66 2.18
H 0.48 -2.46 0.17
H 1.15 -1.27 1.30
H -1.19 -0.50 1.79
H -1.91 -1.86 0.89
H 0.15 0.68 -1.72
H -1.61 -0.54 -0.88
H -0.47 2.18 -2.31
H 1.23 1.81 -2.61
H 0.27 3.36 -0.43
H 1.76 2.57 -0.39
H 0.39 1.75 0.32
```

Values from the calculation:
Frontier orbital gap in eV: 6.118
Net charge: +1
Lowest unoccupied orbital energy in eV: -8.57



(3)
2 unconnected molecules or ions with the total composition C4H12NO2. Source: the Open Molecules 2025 dataset; level of theory: ωB97M-V with the def2-TZVPD basis set.

XYZ file:
```
19
Properties=species:S:1:pos:R:3
C 1.15 -1.23 -1.44
O 1.98 -0.20 -1.74
C 0.05 -0.77 -0.45
C 0.68 -0.64 0.94
C -0.01 0.25 1.95
N -0.46 0.54 -0.93
H 0.64 -1.57 -2.37
H 1.69 -2.07 -0.94
H -0.82 -1.44 -0.47
H 0.78 -1.66 1.29
H 1.70 -0.30 0.77
H -1.04 -0.06 2.19
H -0.13 1.28 1.59
H 0.51 0.33 2.90
H 0.46 0.98 -1.18
H -0.88 0.40 -1.84
H -2.44 1.98 -0.74
H -1.51 1.85 0.31
O -2.36 2.32 0.16
```

Values from the calculation:
Frontier orbital gap in eV: 6.859
Net charge: -1
Lowest unoccupied orbital energy in eV: 4.06



(4)
2 unconnected molecules or ions with the total composition C4H12NO2 in a non-equilibrium geometry. Source: the Open Molecules 2025 dataset; level of theory: ωB97M-V with the def2-TZVPD basis set.

XYZ file:
```
19
Properties=species:S:1:pos:R:3
C 0.50 -1.68 0.36
C 0.70 -0.03 0.67
C 2.01 0.32 -0.09
N -0.43 0.85 0.36
C -0.79 0.80 -1.07
O -0.08 1.58 -1.87
H 0.49 -1.94 -0.73
H 1.04 -2.44 0.91
H -0.52 -1.98 0.56
H 0.86 0.01 1.79
H 1.69 0.71 -1.13
H 2.62 1.05 0.49
H 2.77 -0.54 -0.24
H -0.05 1.78 0.67
H -0.75 -0.26 -1.50
H -1.96 0.96 -1.22
H -2.68 1.07 0.54
H -2.40 -0.47 0.56
O -3.01 0.21 0.95
```

Values from the calculation:
Frontier orbital gap in eV: 6.591
Net charge: -1
Lowest unoccupied orbital energy in eV: 4.00



(5)
A molecular structure, C4H12NO2 in a non-equilibrium geometry. Source: the Open Molecules 2025 dataset; level of theory: ωB97M-V with the def2-TZVPD basis set.

XYZ file:
```
19
Properties=species:S:1:pos:R:3
C -1.12 0.69 0.81
O -2.03 0.14 -0.04
C 0.29 0.66 0.19
C 0.81 -0.76 0.12
C 1.89 -1.12 -0.88
N 2.96 -0.11 -1.06
H -1.04 0.15 1.77
H -1.35 1.75 1.04
H 1.00 1.29 0.76
H 0.22 1.10 -0.80
H -0.02 -1.47 -0.09
H 1.10 -1.13 1.11
H 2.38 -2.05 -0.60
H 1.42 -1.24 -1.86
H 2.56 0.69 -1.54
H 3.26 0.21 -0.15
H -3.23 0.24 0.39
H -4.81 0.62 0.03
O -4.31 0.32 0.79
```

Values from the calculation:
Frontier orbital gap in eV: 7.593
Net charge: -1
Lowest unoccupied orbital energy in eV: 3.90



(6)
2 unconnected molecules or ions with the total composition C4H12NO2 in a non-equilibrium geometry. Source: the Open Molecules 2025 dataset; level of theory: ωB97M-V with the def2-TZVPD basis set.

XYZ file:
```
19
Properties=species:S:1:pos:R:3
C -1.00 0.45 -1.58
C -1.53 -0.68 -0.65
N -1.34 -0.52 0.79
C 0.10 -0.37 1.15
C 0.45 1.16 1.41
O -0.56 1.98 1.06
H -1.28 0.14 -2.58
H 0.01 0.75 -1.33
H -1.68 1.30 -1.46
H -2.57 -0.84 -0.87
H -1.01 -1.60 -0.95
H -1.61 0.48 0.96
H 0.66 -0.82 0.32
H 0.23 -1.02 2.02
H 0.68 1.21 2.50
H 1.42 1.39 0.89
H 2.73 -0.72 0.14
H 2.96 -1.13 -1.35
O 3.35 -1.16 -0.46
```

Values from the calculation:
Frontier orbital gap in eV: 6.601
Net charge: -1
Lowest unoccupied orbital energy in eV: 3.77



(7)
2 unconnected molecules or ions with the total composition C4H12NO2 in a non-equilibrium geometry. Source: the Open Molecules 2025 dataset; level of theory: ωB97M-V with the def2-TZVPD basis set.

XYZ file:
```
19
Properties=species:S:1:pos:R:3
C 0.38 -1.59 -0.79
C 0.60 -0.13 -0.51
C 1.90 0.07 0.33
N -0.49 0.54 0.22
C -1.25 -0.39 1.20
O -0.52 -0.78 2.25
H 0.25 -2.19 0.11
H 1.18 -2.01 -1.39
H -0.54 -1.66 -1.38
H 0.65 0.46 -1.44
H 1.67 -0.29 1.35
H 2.36 1.06 0.40
H 2.61 -0.70 -0.04
H -0.44 1.32 0.87
H -1.56 -1.19 0.49
H -2.18 0.16 1.43
H -1.39 3.12 -0.79
H -1.40 1.71 -0.91
O -1.84 2.48 -1.38
```

Values from the calculation:
Frontier orbital gap in eV: 6.886
Net charge: -1
Lowest unoccupied orbital energy in eV: 4.05



(8)
2 unconnected molecules or ions with the total composition C4H12NO2 in a non-equilibrium geometry. Source: the Open Molecules 2025 dataset; level of theory: ωB97M-V with the def2-TZVPD basis set.

XYZ file:
```
19
Properties=species:S:1:pos:R:3
C 1.55 -1.09 -0.65
C -1.44 -0.81 0.38
C -0.66 0.26 0.98
C 1.66 0.12 0.05
N -0.87 1.66 0.53
O -1.29 -0.81 -1.04
O 1.63 1.35 -0.49
H 0.73 -1.03 -1.39
H 1.29 -1.88 0.10
H 2.39 -1.32 -1.18
H -2.54 -0.75 0.68
H -1.02 -1.61 0.85
H -0.56 0.20 2.01
H 2.09 0.14 1.08
H -0.10 2.02 -0.13
H -0.84 2.35 1.21
H -1.67 1.60 -0.13
H -1.60 -1.58 -1.46
H 1.25 1.18 -1.40
```

Values from the calculation:
Frontier orbital gap (spin up / spin down) in eV: 8.542 / 8.541
Net charge: +1
Lowest unoccupied orbital energy (spin up / spin down) in eV: -3.54 / -3.54



(9)
3 unconnected molecules or ions with the total composition C4H12NO2 in a non-equilibrium geometry. Source: the Open Molecules 2025 dataset; level of theory: ωB97M-V with the def2-TZVPD basis set.

XYZ file:
```
19
Properties=species:S:1:pos:R:3
C 2.06 0.14 -1.25
C 0.77 0.60 -0.54
C -0.63 0.63 -1.16
C -0.27 -0.47 -0.05
O -0.50 -0.33 1.32
N -3.06 -0.10 0.27
H 2.81 -0.03 -0.46
H 2.47 0.93 -1.91
H 2.01 -0.77 -1.81
H 0.98 1.50 0.04
H -0.99 0.11 -2.07
H -1.35 1.31 -0.73
H -0.04 -1.49 -0.41
H -3.87 0.45 0.64
H -3.32 -1.05 0.35
H -2.28 -0.01 0.93
H 2.10 -0.71 2.99
H 1.06 -0.38 1.84
O 2.05 -0.32 2.01
```

Values from the calculation:
Frontier orbital gap in eV: 5.889
Net charge: +1
Lowest unoccupied orbital energy in eV: -9.02



(10)
A gas-phase ion, C4H12NO2 (charge +1) in a non-equilibrium geometry. Source: the Open Molecules 2025 dataset; level of theory: ωB97M-V with the def2-TZVPD basis set.

XYZ file:
```
19
Properties=species:S:1:pos:R:3
C 1.66 1.13 0.17
C -1.07 -1.52 -0.02
C -1.39 0.93 -0.07
C 0.98 -0.18 0.08
N -0.51 -0.18 0.43
O 1.56 -1.25 0.67
O 1.01 -0.32 -1.51
H 0.98 1.84 -0.28
H 1.98 1.33 1.21
H 2.62 1.21 -0.46
H -1.91 -1.71 0.57
H -1.36 -1.36 -1.02
H -0.28 -2.25 0.05
H -1.05 1.03 -1.20
H -2.42 0.63 0.08
H -1.17 1.81 0.52
H -0.63 -0.01 1.50
H 2.44 -1.60 0.31
H 0.51 -1.16 -1.86
```

Values from the calculation:
Frontier orbital gap in eV: 12.249
Net charge: +1
Lowest unoccupied orbital energy in eV: -3.23
SMILES: C[NH+](C)C(C)(O)O



(11)
2 unconnected molecules or ions with the total composition C4H12NO2 in a non-equilibrium geometry. Source: the Open Molecules 2025 dataset; level of theory: ωB97M-V with the def2-TZVPD basis set.

XYZ file:
```
19
Properties=species:S:1:pos:R:3
C -0.37 -2.16 0.94
C -0.14 -0.86 0.16
C 0.51 0.21 1.07
C 2.09 0.16 0.96
O 2.63 1.13 0.56
N -1.45 -0.39 -0.41
H -0.68 -2.94 0.24
H -1.13 -2.01 1.71
H 0.57 -2.48 1.38
H 0.53 -1.08 -0.67
H 0.24 0.09 2.12
H 0.30 1.19 0.65
H 2.57 -0.67 1.49
H -1.77 -1.04 -1.12
H -1.29 0.47 -0.95
H -2.11 -0.23 0.34
H -2.09 2.61 -2.16
H -2.27 1.91 -3.46
O -2.10 1.73 -2.51
```

Values from the calculation:
Frontier orbital gap in eV: 10.219
Net charge: +1
Lowest unoccupied orbital energy in eV: -3.37



(12)
3 unconnected molecules or ions with the total composition C4H12NO2 in a non-equilibrium geometry. Source: the Open Molecules 2025 dataset; level of theory: ωB97M-V with the def2-TZVPD basis set.

XYZ file:
```
19
Properties=species:S:1:pos:R:3
O 0.06 0.03 0.68
C -0.92 0.09 1.37
C -2.26 -0.24 0.79
C -2.49 -0.45 -0.58
C -2.64 0.91 -1.38
N 4.50 0.49 -0.23
H -0.88 0.34 2.44
H -3.10 -0.33 1.48
H -1.63 -1.03 -0.94
H -3.42 -1.02 -0.65
H -2.66 0.65 -2.44
H -1.92 1.62 -1.00
H -3.62 1.35 -1.21
H 4.61 0.94 -1.13
H 4.38 1.18 0.50
H 5.34 -0.02 0.01
H 2.89 -1.43 0.35
H 1.49 -1.26 0.98
O 2.25 -1.83 0.94
```

Values from the calculation:
Frontier orbital gap in eV: 3.850
Net charge: +1
Lowest unoccupied orbital energy in eV: -8.67



The records above yield energy values of -289.27123, -289.14561, -364.83551, -364.77836, -364.84467, -364.80669, -364.81403, -364.45949, -364.36473, -364.54369, -364.58117, -364.44508 a.u., respectively.
The records above yield energy relative to the best compared isomer or geometry (same formula, charge and spin) values of 272.1, 601.9, 52.5, 202.5, 28.5, 128.2, 108.9, 461.4, 710.2, 240.3, 141.9, 499.2 kJ/mol, respectively.
The records above yield molecular weight values of 90.146, 90.146, 106.145, 106.145, 106.145, 106.145, 106.145, 106.145, 106.145, 106.145, 106.145, 106.145 u, respectively.